Below is one molecule with the formula H2P2S4 in a non-equilibrium geometry, with properties calculated with the ωB97M-V functional and the def2-TZVPD basis.

ORCA input file:
```
! wB97M-V def2-TZVPD RIJCOSX def2/J DEFGRID3
* xyz 0 1
S 0.855 -1.090 1.289
S 2.592 1.819 0.304
S -2.294 -1.127 0.226
S 0.408 -0.447 -1.608
P 0.996 0.790 0.161
P -0.360 -1.873 -0.241
H -1.920 0.033 -0.383
H -0.276 1.894 0.252
*
```

Summary:
highest occupied orbital energy	-9.250	eV
E_LUMO	-1.0	eV
DFT total energy	-61951.7532	eV
Kohn-Sham gap	8.21	eV
relative energy (zero: lowest compared OMol25 entry of this formula, charge and spin)	18.1	kcal per mole
SMILES	S=[PH]1SP(S)S1

For each atom in turn, the natural (NBO) charge in e is: -0.280, -0.406, -0.288, -0.319, 0.636, 0.466, 0.151, 0.041

=====

Below is one molecule with the formula C3H2ClF3 in a non-equilibrium geometry, with properties calculated with the ωB97M-V functional and the def2-TZVPD basis.

ORCA input file:
```
! wB97M-V def2-TZVPD RIJCOSX def2/J DEFGRID3
* xyz 0 1
Cl 2.023 0.632 -1.214
F 0.037 1.938 -0.395
F 0.919 -1.015 1.605
F -0.774 0.306 1.859
C 0.371 0.683 -0.868
C -0.326 -0.611 1.073
C -0.533 -0.409 -0.431
H -0.163 -1.242 -1.021
H -1.554 -0.283 -0.606
*
```

Summary:
highest occupied orbital energy (spin up / spin down)	-8.506 / -8.817	eV
E_LUMO (spin up / spin down)	0.1 / -0.1	eV
DFT total energy	-23814.6897	eV
Kohn-Sham gap (spin up / spin down)	8.63 / 8.76	eV
relative energy (zero: lowest compared OMol25 entry of this formula, charge and spin)	60.1	kcal per mole

For each atom in turn, the natural (NBO) charge in e is: 0.064, -0.340, -0.356, -0.299, 0.312, 0.703, -0.606, 0.262, 0.260

=====

Below is a 4-piece molecular cluster, C34H59ClFN2O17P3S overall in a non-equilibrium geometry, with properties calculated with the ωB97M-V functional and the def2-TZVPD basis.

ORCA input file:
```
! wB97M-V def2-TZVPD RIJCOSX def2/J DEFGRID3
* xyz 0 1
Cl 1.830 0.726 0.012
S -0.803 -0.172 -1.536
P -7.344 3.624 -3.128
P 2.860 -4.508 1.446
P 7.771 -1.051 0.314
F -3.435 3.663 2.883
O 8.221 -1.802 1.505
O 2.120 -5.622 2.393
O 7.494 -2.159 -0.847
O -7.012 2.177 -3.053
O 3.815 -5.580 0.707
O -1.311 3.464 4.438
O 2.421 2.218 2.730
O -8.807 3.670 -2.381
O 6.867 0.128 -0.265
O -2.051 -0.278 -2.245
O 2.016 -3.295 1.658
O -7.762 3.774 -4.690
O -7.068 5.193 -2.942
O 4.125 -4.029 2.375
O 9.163 -0.389 -0.209
O 0.226 0.343 -2.397
O -3.832 -0.835 1.344
N 0.641 3.705 3.180
N -3.330 0.777 -0.189
C 1.361 4.067 4.302
C -7.533 2.745 -5.654
C 0.276 1.196 0.579
C -2.213 1.996 1.675
C 5.048 -6.860 2.416
C 1.016 -7.073 0.755
C 5.105 -6.037 1.153
C 11.196 -1.680 0.065
C -2.158 1.206 0.519
C -5.696 0.324 0.466
C 6.400 -3.063 -0.672
C -3.923 1.829 -1.023
C -8.245 4.537 -0.155
C -1.006 2.376 2.241
C 0.871 -6.169 1.966
C -7.488 6.237 -3.838
C -0.925 0.819 -0.033
C -3.927 1.402 3.387
C -8.985 6.427 -3.885
C -4.214 0.028 0.589
C -0.695 3.228 3.456
C 7.559 0.565 -2.592
C -8.744 1.847 -5.785
C -3.525 2.427 2.300
C 5.057 -2.370 -0.783
C 0.215 1.985 1.705
C -0.405 -1.800 -0.961
C -8.868 3.422 -0.976
C 4.274 -2.702 2.881
C 7.278 1.123 -1.217
C 2.078 4.423 5.190
C 3.679 -2.576 4.267
C 1.306 2.568 2.550
C 10.385 -0.485 0.520
H -9.496 5.556 -4.289
H 6.697 0.015 -2.970
H -8.538 1.019 -6.465
H 6.493 -3.820 -1.450
H -6.261 -0.373 1.076
H 6.045 -7.237 2.648
H -7.065 6.085 -4.829
H 2.819 4.714 5.893
H -6.635 2.178 -5.418
H 3.728 -1.544 4.615
H 10.940 0.433 0.316
H 10.615 -2.600 0.123
H -7.027 7.147 -3.450
H 4.239 -3.092 -0.754
H 8.116 1.699 -0.831
H 0.609 -1.843 -0.565
H -5.936 1.337 0.795
H -3.772 1.838 4.373
H 4.910 -1.663 0.037
H 11.498 -1.558 -0.977
H 4.223 -3.208 4.971
H -8.386 2.464 -0.753
H -9.221 7.282 -4.520
H 8.406 -0.118 -2.590
H 4.701 -6.279 3.268
H -3.111 2.276 -1.596
H -1.089 -2.014 -0.138
H -4.949 1.050 3.264
H 12.092 -1.793 0.677
H 4.368 -7.705 2.298
H -9.043 1.440 -4.819
H -4.445 2.616 -0.476
H -8.671 5.502 -0.428
H -0.532 -2.506 -1.776
H 5.799 -5.207 1.242
H -3.293 0.519 3.345
H 6.439 1.817 -1.283
H 0.166 -5.358 1.761
H 3.850 -1.970 2.196
H -4.290 2.379 1.528
H 1.328 -6.505 -0.126
H 4.992 -1.805 -1.713
H -8.409 4.365 0.909
H -9.384 6.605 -2.886
H 10.201 -0.510 1.592
H -6.042 0.231 -0.564
H -7.347 3.249 -6.605
H 0.480 -6.740 2.808
H 6.494 -3.566 0.293
H -4.561 1.363 -1.770
H 5.350 -2.508 2.926
H 5.482 -6.661 0.340
H 0.068 -7.559 0.525
H 2.639 -2.902 4.284
H 1.773 -7.837 0.932
H -7.167 4.600 -0.325
H -9.924 3.325 -0.726
H 7.786 1.383 -3.276
H -9.595 2.412 -6.170
*
```

Summary:
highest occupied orbital energy	-9.781	eV
E_LUMO	-0.9	eV
DFT total energy	-127944.5576	eV
Kohn-Sham gap	8.91	eV
SMILES	C#CN1C(=O)c2c(Cl)c(S(C)(=O)=O)c(N(C)C(C)=O)c([C@@H](C)F)c2C1=O.CCOP(=O)(OCC)OCC.CCOP(=O)(OCC)OCC.CCOP(=O)(OCC)OCC

Atom charges from the Mulliken analysis, given in e for atoms 1 to 99: -0.056, 1.616, 1.244, 1.502, 1.124, -0.373, -0.846, -0.290, -0.394, -0.826, -0.408, -0.507, -0.460, -0.288, -0.198, -0.664, -0.964, -0.365, -0.398, -0.334, -0.355, -0.656, -0.607, 0.036, 0.557, -0.307, -0.325, 0.012, -0.271, -1.172, -0.991, 0.204, -1.104, -0.177, -1.450, -0.584, -1.395, -0.957, 0.558, -0.311, -0.216, 0.190, -1.551, -0.960, 0.817, -0.088, -0.992, -1.124, 1.171, -0.802, 0.088, -0.986, -0.244, 0.005, -0.232, -0.294, -1.394, -0.135, -0.331, 0.248, 0.232, 0.381, 0.357, 0.399, 0.443, 0.273, 0.474, 0.343, 0.401, 0.327, 0.272, 0.344, 0.359, 0.277, 0.255, 0.293, 0.456, 0.011, 0.286, 0.323, 0.189, 0.400, 0.258, 0.234, 0.356, 0.396, 0.367, 0.385, 0.264, 0.286, 0.351, 0.248, 0.495, -0.039, 0.387, 0.350, 0.265, 0.125, -0.446